Formula: CH10NOSSi2
Source: the OMol25 dataset
Level of theory: ωB97M-V with the def2-TZVPD basis set

M: 140.34 Da
Kohn-Sham gap: 8.704 eV
ΔE to the lowest compared entry with this formula, charge and spin: 29.51 kcal/mol

Structure (ORCA input):
```
! wB97M-V def2-TZVPD RIJCOSX def2/J DEFGRID3
* xyz 1 1
C -0.04912 -1.12306 1.03439
N 1.09973 -1.46224 0.55175
O -0.22848 1.97923 0.18971
Si -2.48265 0.18004 -1.06166
Si -0.97689 0.59878 0.67479
S 3.21048 0.80021 -0.35748
H -0.47451 -1.83327 1.58063
H 2.73875 0.31896 -1.56292
H 1.72200 -0.83522 0.04677
H 1.68308 -2.25807 0.61467
H -0.48674 2.77298 0.66707
H -2.48828 -1.39594 -0.88904
H -3.87335 0.60489 -0.75198
H -2.16383 0.86945 -2.41266
H -1.62521 0.65074 2.11750
H 4.39504 0.13252 -0.44154
*
```